(1)
ORCA calculation (ωB97M-V/def2-TZVPD) on a structure of composition C24H20BFN3O5Sr.

The highest occupied orbital energy is -0.1582 hartree. Its multiplicity is 1. The calculation puts the energy above the lowest of the compared OMol25 structures with the same formula, charge and spin at 2.1712 eV. The total charge is -1. Its lowest unoccupied orbital energy is 1.9877 eV.

Element x y z (Å)
1 H -1.971 -0.100 5.135
2 C 0.007 -1.090 3.885
3 C -3.053 3.766 1.403
4 C -3.744 -2.275 -0.717
5 O 1.948 0.507 2.715
6 H -0.354 -3.953 0.000
7 C -2.441 -4.241 -0.233
8 C -3.648 -3.630 -0.490
9 O 4.489 -0.806 -2.022
10 C -3.320 4.443 -1.276
11 C 5.518 -0.112 -5.919
12 C -1.293 -2.057 -0.438
13 C -0.609 0.050 3.513
14 O -0.528 1.609 -0.111
15 O 2.811 -0.141 -3.424
16 H -1.664 1.577 4.586
17 H 2.109 -2.544 4.879
18 C 6.289 -0.775 -3.716
19 B 3.083 -0.510 -2.059
20 C -2.570 -1.519 -0.686
21 H -2.934 3.488 2.441
22 H -2.673 -0.450 -0.866
23 O 1.183 -1.878 1.968
24 N -0.191 0.898 2.467
25 N -1.122 1.902 2.116
26 C -2.228 3.168 0.454
27 H -0.349 -1.521 4.814
28 C -2.367 3.512 -0.885
29 C -4.140 5.036 -0.327
30 H -4.645 5.154 1.756
31 C -1.802 0.543 4.273
32 Sr 0.827 -0.470 -0.117
33 H 2.396 -3.499 3.396
34 H 7.543 -0.625 -5.453
35 F -4.786 -4.392 -0.516
36 H -2.408 -5.310 -0.059
37 C -4.004 4.695 1.013
38 H -4.886 5.761 -0.630
39 H 5.739 0.083 -6.961
40 H 3.405 0.355 -6.110
41 H -2.683 0.525 3.632
42 C -1.195 2.136 0.818
43 H -4.713 -1.831 -0.912
44 H -1.720 3.032 -1.607
45 C 4.995 -0.617 -3.271
46 C 6.538 -0.513 -5.066
47 N 1.106 1.247 2.259
48 H 0.902 -3.712 4.337
49 C 0.967 -1.928 3.167
50 C -1.294 -3.445 -0.209
51 C 4.208 0.044 -5.456
52 C 1.647 -2.990 3.996
53 H -3.425 4.705 -2.321
54 C 3.976 -0.216 -4.124
55 H 7.076 -1.088 -3.042

=====

(2)
ORCA calculation (ωB97M-V/def2-TZVPD) on a structure of composition C24H20BaCl3N5O2Te4.

The highest occupied orbital energy is -0.2659 hartree. Its multiplicity is 1. Its lowest unoccupied orbital energy is -1.1359 eV.

Element x y z (Å)
1 C 3.397 1.863 -4.282
2 H 4.293 -2.094 0.459
3 H 3.443 1.493 -5.296
4 C 2.389 1.458 -3.431
5 C -1.963 -1.796 3.191
6 N -1.953 -1.479 0.831
7 C -4.024 -1.799 1.989
8 H 0.586 -2.376 1.486
9 C 2.104 -0.536 0.788
10 C -2.507 2.271 3.570
11 H 4.643 -3.842 -1.278
12 H -5.101 -1.852 1.931
13 C -3.310 2.393 2.453
14 H -4.326 2.758 2.508
15 C -1.299 -1.572 1.995
16 C 0.628 0.941 1.916
17 O -2.413 -2.053 -2.736
18 C -3.345 -1.914 3.189
19 Te -3.049 2.594 -2.751
20 H 5.029 3.903 -2.129
21 C -3.281 -1.583 0.840
22 C 3.514 -2.335 -0.252
23 C -1.217 1.779 3.418
24 C -0.778 1.426 2.154
25 Te -5.079 -1.170 -3.208
26 H 0.600 -1.439 2.981
27 H -3.882 -2.078 4.114
28 H 2.775 -4.339 -2.870
29 C 2.674 -3.586 -2.101
30 C 0.209 -1.464 1.953
31 O 1.296 1.499 -1.323
32 H 1.138 1.693 1.308
33 C 2.302 -1.654 -0.205
34 Te -5.484 1.531 -2.559
35 Cl 1.205 0.313 -4.028
36 Ba -0.798 0.067 -1.289
37 Cl 5.633 3.281 -4.853
38 N 0.708 -0.327 1.177
39 N -1.552 1.550 1.068
40 Cl 3.204 3.354 -0.036
41 C 3.705 -3.306 -1.217
42 C 4.346 2.750 -3.806
43 N 1.311 -1.922 -1.056
44 Te -6.248 1.089 -0.059
45 N -3.026 -1.029 -2.874
46 H 2.439 0.387 0.310
47 C 4.285 3.215 -2.503
48 C -2.786 2.023 1.221
49 H -1.401 -1.857 4.115
50 C 1.499 -2.870 -1.976
51 H 2.745 -0.707 1.666
52 H -3.791 -1.469 -0.112
53 C 2.246 1.893 -2.094
54 H -0.558 1.667 4.269
55 H 0.666 -3.058 -2.646
56 H 1.158 0.863 2.877
57 C 3.262 2.787 -1.680
58 H -2.875 2.550 4.549
59 H -3.387 2.113 0.324

=====

(3)
ORCA calculation (ωB97M-V/def2-TZVPD) on a structure of composition C24H20BrIO5Pt in a non-equilibrium geometry.

The highest occupied orbital energy (spin up / spin down) is -0.2747 / -0.2749 hartree. Its multiplicity is 1. The calculation puts the energy above the lowest of the compared OMol25 structures with the same formula, charge and spin at 1.0801 eV. Its lowest unoccupied orbital energy (spin up / spin down) is -1.0426 / -1.0477 eV.

Element x y z (Å)
1 C 1.993 3.828 -0.324
2 Br 1.083 4.291 2.380
3 C -0.662 -4.665 -3.580
4 O 2.504 0.656 4.034
5 C 2.259 4.420 0.903
6 O -4.023 2.254 2.158
7 C -0.624 -0.988 -1.087
8 H 4.777 4.754 -2.009
9 H -1.735 2.820 3.247
10 C 1.576 0.559 3.062
11 C 4.073 4.665 -1.191
12 C 2.903 3.941 -1.367
13 C -0.810 -2.095 -4.592
14 H 3.629 5.606 2.034
15 C 0.295 1.187 3.537
16 C -0.562 -2.274 -3.231
17 H 3.312 0.254 3.682
18 C -2.575 -2.111 -0.024
19 H -2.729 -4.120 2.693
20 H 5.244 5.835 0.176
21 H -2.305 1.233 3.798
22 H -3.201 -1.629 -0.766
23 H -0.865 -1.086 -4.990
24 H -1.189 -3.016 -6.490
25 H -0.591 -5.670 -3.179
26 O -2.600 1.288 0.701
27 H 0.699 -2.289 0.878
28 H -1.069 -5.323 -5.588
29 C -3.122 -2.912 0.958
30 C -0.923 -4.473 -4.932
31 C -0.425 -1.066 -2.387
32 C -2.296 -3.491 1.924
33 O -0.668 1.191 2.531
34 C -0.479 -3.578 -2.737
35 C 3.431 5.144 1.077
36 Pt -0.631 0.394 0.251
37 O 1.785 0.071 1.987
38 H 0.527 2.202 3.874
39 C -2.945 1.775 1.840
40 H -0.147 -0.154 -2.912
41 I 0.231 2.783 -0.699
42 C -0.370 -2.470 0.915
43 H -0.260 -3.746 -1.688
44 C 4.334 5.267 0.031
45 C -1.903 1.784 2.947
46 H -4.192 -3.078 0.985
47 C -1.189 -1.895 -0.063
48 C -0.993 -3.180 -5.437
49 H -0.048 0.620 4.409
50 H -0.292 -3.714 2.665
51 C -0.927 -3.266 1.909
52 H 2.692 3.466 -2.316

=====

(4)
ORCA calculation (ωB97M-V/def2-TZVPD) on a structure of composition C24H20Cl39N3S in a non-equilibrium geometry.

The highest occupied orbital energy is -0.3157 hartree. Its multiplicity is 1. Its lowest unoccupied orbital energy is -1.3078 eV.

Element x y z (Å)
1 C 0.702 2.748 1.509
2 C -2.179 -8.369 -2.815
3 C 0.935 0.798 3.576
4 Cl -10.700 -8.091 2.627
5 Cl -0.501 -8.031 -2.368
6 C 0.988 1.312 1.081
7 N -1.494 0.722 -1.116
8 H 6.470 3.627 -5.143
9 H 0.624 2.657 4.846
10 Cl 4.937 5.391 0.664
11 C 11.302 7.830 -2.592
12 H 4.116 0.450 -2.813
13 C 5.605 4.059 -4.650
14 Cl 11.975 8.939 -3.795
15 H -3.786 -5.910 -0.774
16 Cl -6.859 -3.920 6.732
17 C 1.825 0.196 -3.444
18 Cl 8.480 7.668 -5.298
19 Cl -7.870 -8.225 1.965
20 Cl -7.029 -6.927 8.517
21 H -2.292 -9.446 -2.931
22 Cl -5.687 -4.750 -1.532
23 Cl -5.178 2.117 -5.758
24 Cl 3.650 6.608 5.403
25 Cl -2.166 -2.572 4.639
26 H 1.287 -0.888 1.864
27 Cl -4.983 -3.703 4.520
28 C -3.706 3.077 -5.547
29 Cl -4.054 4.559 -4.644
30 H -5.645 -8.827 8.590
31 H 5.656 4.182 -1.222
32 Cl -0.969 -0.524 2.945
33 Cl -3.707 -1.402 2.464
34 Cl -4.121 -4.259 0.868
35 Cl 10.620 6.398 -3.377
36 Cl -5.531 -6.786 0.540
37 H 0.997 0.118 4.494
38 H -6.897 0.255 -2.229
39 C 1.172 0.960 -0.471
40 Cl -6.928 -1.931 -1.359
41 H -4.866 -5.117 6.394
42 C 0.696 2.293 3.748
43 C -5.507 -7.774 8.833
44 Cl -2.580 -7.598 -4.356
45 Cl 8.384 6.904 -8.102
46 C 8.880 6.413 -6.477
47 Cl 6.164 5.324 -3.544
48 H 0.599 3.504 0.637
49 Cl 3.813 2.940 -0.443
50 C -4.663 -5.482 -0.289
51 Cl 3.774 7.395 2.605
52 C 2.658 0.894 -0.966
53 Cl -6.746 -1.107 -4.139
54 H 3.547 1.115 -0.229
55 Cl -4.207 -7.137 7.814
56 S -2.147 0.261 -2.655
57 H 12.106 7.509 -1.933
58 Cl -4.631 -0.377 -2.280
59 C 3.014 0.508 -2.487
60 C 5.286 3.906 -0.236
61 Cl 4.541 4.741 -5.888
62 H 2.086 -0.108 -4.513
63 Cl -3.283 -7.827 -1.542
64 C 1.097 0.195 2.148
65 N -0.809 0.043 -3.699
66 C -6.370 -0.667 -2.467
67 Cl -8.767 -8.852 4.663
68 C -9.171 -8.924 2.942
69 C 4.171 7.860 4.266
70 Cl 8.119 4.877 -6.032
71 C -2.094 -1.896 3.004
72 N 0.539 3.342 2.794
73 H -1.728 -2.670 2.330
74 H -9.286 -9.969 2.661
75 Cl -2.458 2.126 -4.725
76 H 3.639 8.780 4.501
77 C 0.373 0.316 -2.878
78 Cl 10.073 8.646 -1.614
79 Cl 4.776 2.774 -3.757
80 Cl 5.907 8.164 4.428
81 H 9.960 6.272 -6.476
82 C -0.076 0.689 -1.388
83 Cl 6.537 2.961 0.585
84 Cl -6.403 -6.197 4.981
85 H -3.333 3.354 -6.531
86 Cl -5.069 -7.650 10.542
87 C -5.670 -4.780 5.744

=====

Calculated energy, -44150.6147, -104194.0721, -116837.4969, -528879.7395 eV (same order as the records).